Entry 1:
The following is a quantum chemistry calculation of a molecular structure, C2H4N2O2Si at a distorted geometry, from the OMol25 dataset.

XYZ file:
```
11
C2H4N2O2Si | the OMol25 dataset | ωB97M-V/def2-TZVPD
C 0.79823 -0.24693 -0.33357
C 0.74641 1.21513 0.11105
N 0.79323 -0.94018 0.88733
N -1.45228 -0.53028 1.40095
O -0.29860 -0.50055 -1.11584
O -0.27852 1.82555 0.02154
Si -1.65109 -0.21219 -0.18488
H 1.72225 -0.44906 -0.89306
H 1.64517 1.60389 0.60194
H 0.50217 -1.90550 0.77695
H -2.52697 0.14011 -1.27242
```

## Properties
**Highest occupied orbital energy (alpha / beta)**: -9.711 / -9.228 eV
**Charge**: 0
**LUMO energy (alpha / beta)**: -0.033 / -0.036 hartree
**Energy above the lowest of the compared OMol25 structures with the same formula, charge and spin**: 364.9 kJ/mol

=====

Entry 2:
The following is a quantum chemistry calculation of 4 unconnected molecules or ions with the total composition C25H32IN2O9 at a distorted geometry, from the OMol25 dataset.

XYZ file:
```
69
C25H32IN2O9 | the OMol25 dataset | ωB97M-V/def2-TZVPD
C -4.06921 -1.57183 -0.09003
C -3.28176 -0.11905 -0.34957
I -3.59164 0.69194 -2.36778
C -1.71883 -0.17078 0.14005
N -0.71326 -0.51748 -0.93367
C -0.93220 -1.77957 -1.79407
C 0.09179 -2.30519 -2.96059
C 1.47768 -1.43879 -3.25159
C 1.69921 -0.09937 -2.33174
C 0.56332 0.31545 -1.17604
C 0.94565 1.66092 -0.29003
C 1.16807 1.53477 1.31691
C 1.54385 2.98792 1.94322
C 1.64068 4.27054 0.98563
N 1.40318 4.44315 -0.47482
C 1.06561 3.09209 -1.00096
H -5.08221 -1.35438 0.48651
H -3.42789 -2.27231 0.61750
H -4.25925 -2.17175 -1.07625
H -3.83168 0.64177 0.38844
H -1.65230 -1.04486 0.95062
H -1.50635 0.81954 0.72583
H -1.90050 -2.45202 -1.60585
H -0.09585 -3.28721 -3.56809
H 2.22676 -1.83458 -4.06817
H 2.70067 0.53155 -2.48742
H 1.07501 0.51107 1.87526
H 1.74533 3.09225 3.10109
H 1.96192 5.28480 1.53188
H 0.84482 3.08409 -2.17663
C 3.03471 -7.55494 -5.36471
C 1.84889 -6.61387 -5.43702
C 1.96319 -5.41899 -4.53917
O 0.60939 -5.07583 -4.31600
C -0.10686 -6.23576 -4.44144
O -1.28026 -6.36067 -4.13641
O 0.67319 -7.23968 -4.94951
H 2.80060 -8.50452 -5.85582
H 3.91339 -7.11533 -5.84614
H 3.29097 -7.79326 -4.32672
H 1.66564 -6.32045 -6.47784
H 2.50323 -4.59121 -5.00552
H 2.42516 -5.64387 -3.56962
C -1.14545 9.37703 0.63100
C -0.84617 7.96453 1.09177
C -1.85897 7.40701 2.04588
O -1.10673 6.44567 2.76024
C 0.19209 6.87768 2.73491
O 1.09315 6.40007 3.40236
O 0.34281 7.92322 1.86392
H -0.27426 9.80871 0.12864
H -1.99462 9.39221 -0.05877
H -1.37544 10.03181 1.47849
H -0.70540 7.30866 0.22401
H -2.70545 6.93954 1.53668
H -2.23879 8.14721 2.76132
C 1.61025 -3.28353 4.56308
C 0.69701 -2.08173 4.69984
C -0.39906 -2.26034 5.70664
O -1.39239 -1.37048 5.23570
C -1.20950 -1.27154 3.88256
O -1.99207 -0.73733 3.11594
O -0.03227 -1.85913 3.50394
H 2.23755 -3.18840 3.67137
H 2.25617 -3.38629 5.44020
H 1.03567 -4.20867 4.44535
H 1.28947 -1.18152 4.90378
H -0.08781 -1.99576 6.72028
H -0.82166 -3.27292 5.71713
```

## Properties
**Highest occupied orbital energy**: -11.598 eV
**Charge**: +1
**LUMO energy**: -0.161 hartree

=====

Entry 3:
The following is a quantum chemistry calculation of a molecular structure, C23H55N3OP4SSc at a distorted geometry, from the OMol25 dataset.

XYZ file:
```
88
C23H55N3OP4SSc | the OMol25 dataset | ωB97M-V/def2-TZVPD
Sc -0.56965 0.05526 -0.39511
P -0.74201 -1.32078 1.93771
P 2.07621 -2.12493 -1.02850
P -3.14312 0.24981 -0.23363
H -0.80762 -2.00042 -6.67832
C -1.43653 -1.13335 -6.33990
C -0.86861 0.04845 -6.04466
H 0.19008 0.22617 -6.35396
C -1.50090 -2.96908 2.09456
C 0.70863 -1.50610 3.05284
C -1.74590 -0.41726 3.18698
C 3.42463 -2.32378 -2.23258
C 2.89831 -1.77869 0.59953
C 1.13050 -3.66063 -0.85983
C -3.86422 0.73009 -1.84950
C -3.95290 1.50936 0.83212
C -4.11500 -1.27294 0.13188
H -2.49799 -1.31065 -6.53268
H -1.45944 0.94229 -5.82881
H -1.74484 -3.19257 3.14117
H -0.81346 -3.73209 1.71760
H -2.42409 -2.98991 1.50915
H 0.35954 -1.64898 4.08669
H 1.34167 -0.60718 3.00805
H 1.30755 -2.38148 2.76679
H -1.68727 -0.97274 4.13375
H -2.79458 -0.32185 2.87906
H -1.30164 0.57384 3.33405
H 4.39737 -2.51492 -1.73088
H 3.45855 -1.38868 -2.80952
H 3.22707 -3.14241 -2.94156
H 2.79041 -2.62466 1.31061
H 2.46155 -0.88472 1.08539
H 3.99597 -1.58827 0.46488
H 1.75296 -4.52464 -1.14508
H 0.25246 -3.64829 -1.51494
H 0.76390 -3.77932 0.16707
H -4.94510 0.85418 -1.68873
H -3.67360 -0.01773 -2.62615
H -3.43825 1.69123 -2.18192
H -5.02218 1.53915 0.56807
H -3.51214 2.49604 0.63051
H -3.84472 1.27101 1.89627
H -5.16194 -1.13059 -0.17061
H -4.07286 -1.51979 1.20339
H -3.69836 -2.12164 -0.43325
C -0.16373 -1.09199 -3.62900
C -1.21083 -1.97580 -3.31463
C -1.17317 -3.29109 -3.76047
C -0.19049 -3.65385 -4.72094
C 0.91812 -2.82031 -4.93115
C 0.86472 -1.49360 -4.52420
S -0.22338 0.50929 -2.96910
H 1.19352 -0.99798 -1.51895
H -2.09428 -1.59556 -2.79888
H -1.87259 -4.03015 -3.34512
H -0.26935 -4.58681 -5.29766
H 1.83395 -3.11040 -5.44290
H 1.54965 -0.73249 -4.92525
C 0.66388 4.24010 0.13715
N 1.33782 3.66018 1.31283
C 2.09762 4.62346 2.14100
P 0.99266 2.16304 1.86894
O 0.33041 1.36399 0.74314
N 2.40545 1.37037 2.23024
C 3.09109 1.50173 3.54056
C 3.37187 1.52223 1.10302
N -0.06846 2.28350 3.14664
C -1.28655 3.08208 2.82284
C 0.39484 2.58566 4.52927
H 1.26401 5.11230 -0.16398
H -0.36503 4.57910 0.36174
H 0.63534 3.51810 -0.70429
H 3.04393 4.17737 2.48784
H 2.32807 5.48578 1.50102
H 1.51301 4.96814 3.00694
H 4.07347 1.01305 3.43438
H 3.25650 2.56420 3.81379
H 2.52118 0.98164 4.32091
H 2.98726 1.04496 0.18816
H 3.58723 2.58303 0.90940
H 4.30230 1.01694 1.40595
H -1.82225 2.65011 1.96186
H -1.93705 3.03339 3.70919
H -1.02932 4.13505 2.62363
H -0.49429 2.85255 5.11281
H 1.09859 3.43635 4.54442
H 0.84582 1.68652 4.97083
```

## Properties
**Highest occupied orbital energy**: -15.259 eV
**Charge**: +3
**LUMO energy**: -0.344 hartree
**Energy above the lowest of the compared OMol25 structures with the same formula, charge and spin**: 83.3 kJ/mol

=====

Entry 4:
The following is a quantum chemistry calculation of 2 unconnected molecules or ions with the total composition C4H8O2 at a distorted geometry, from the OMol25 dataset.

XYZ file:
```
14
C4H8O2 | the OMol25 dataset | ωB97M-V/def2-TZVPD
O 2.04377 0.96852 -0.21911
C 0.81105 0.44674 -0.21843
C -0.40882 0.99757 -0.26394
C -1.08124 -0.35937 -0.17725
O -1.81052 -0.78641 -1.30677
C 0.34257 -0.97868 -0.16949
H 2.69255 0.32143 0.08853
H -0.76094 2.01983 -0.32799
H -1.65039 -0.57015 0.74524
H -2.64139 -0.29716 -1.31267
H 0.55856 -1.46008 -1.12105
H 0.60856 -1.63461 0.67303
H 0.94023 0.52268 2.00938
H 0.35602 0.80969 1.60053
```

## Properties
**Highest occupied orbital energy**: -8.754 eV
**Charge**: 0
**LUMO energy**: 0.030 hartree
**SMILES**: OC1=C[C@@H](O)C1.[H][H]
**Energy above the lowest of the compared OMol25 structures with the same formula, charge and spin**: 368.6 kJ/mol